No. 1
{
  "formula": "C3H42N2O16",
  "method": "ωB97M-V with the def2-TZVPD basis set",
  "species": ["C", "C", "N", "C", "N", "H", "H", "H", "H", "H", "H", "H", "H", "H", "H", "H", "H", "O", "H", "H", "O", "H", "H", "O", "H", "H", "O", "H", "H", "O", "H", "H", "O", "H", "H", "O", "H", "H", "O", "H", "H", "O", "H", "H", "O", "H", "H", "O", "H", "H", "O", "H", "H", "O", "H", "H", "O", "H", "H", "O", "H", "H", "O"],
  "xyz": [[-2.089, 1.202, -0.331], [-0.794, 0.707, 0.278], [-1.015, -0.758, 0.492], [-0.488, -1.350, 1.724], [0.973, -1.841, 1.599], [-2.290, 0.691, -1.249], [-2.175, 2.246, -0.462], [-2.842, 0.718, 0.343], [0.116, 0.865, -0.388], [-0.348, 1.135, 1.325], [-0.696, -1.423, -0.366], [-1.286, -2.336, 1.873], [-0.425, -0.684, 2.506], [1.515, -1.549, 0.793], [0.897, -2.734, 1.455], [-2.141, 2.501, 3.296], [-1.625, 1.909, 4.558], [-2.387, 1.940, 3.996], [-3.811, 0.617, 2.608], [-3.347, -0.481, 1.503], [-4.178, -0.058, 1.842], [3.268, 3.515, -1.687], [2.338, 2.479, -2.003], [2.957, 2.817, -1.195], [-3.746, -1.268, -0.677], [-5.181, -1.300, -1.204], [-4.270, -1.772, -1.269], [-1.066, -2.393, -2.545], [-0.961, -3.897, -2.091], [-0.440, -3.168, -2.196], [0.986, -1.366, -3.921], [-0.125, -0.973, -2.964], [0.340, -0.624, -3.738], [0.602, 2.506, -3.427], [1.147, 0.983, -3.053], [1.195, 2.000, -2.934], [0.547, 4.825, -0.834], [0.469, 3.274, -1.218], [-0.060, 4.200, -1.104], [-3.048, -1.491, -2.273], [-2.621, -1.275, -3.696], [-2.249, -1.286, -2.875], [2.889, -2.755, -2.700], [1.387, -3.132, -2.512], [1.963, -2.475, -2.768], [2.611, 0.461, -0.435], [3.444, -0.932, -0.423], [2.650, -0.369, -0.803], [2.374, 2.022, 1.499], [2.096, 2.956, 0.404], [1.758, 2.627, 1.161], [-0.182, 2.581, 1.600], [-1.034, 3.828, 1.589], [-0.814, 3.147, 2.138], [2.804, -4.428, 0.378], [2.131, -3.689, -0.801], [2.988, -4.024, -0.514], [2.768, -0.373, 2.214], [3.333, 0.715, 3.126], [3.172, 0.512, 2.206], [1.253, -1.429, 4.164], [-0.124, -1.117, 4.942], [0.885, -1.226, 5.047]],
  "forces_ev_per_a": [[-0.34, -1.45, 1.91], [2.90, -0.70, 0.70], [0.95, -1.58, -1.36], [-0.29, -3.87, -3.58], [-0.68, 5.19, 1.58], [0.42, -0.17, -0.98], [-0.24, 1.17, 0.04], [0.22, 1.57, -0.61], [-1.08, -0.11, 0.49], [-1.91, -1.35, -2.59], [-0.90, 2.27, 2.58], [2.77, 2.60, 0.34], [-0.86, 1.56, 1.74], [-0.57, 1.03, -0.39], [-0.33, -6.62, -0.55], [0.90, 1.25, -1.69], [0.53, 0.00, 0.40], [-1.54, -1.53, 1.27], [-1.16, -2.50, -2.74], [-0.84, 0.46, 0.74], [2.07, 1.76, 2.42], [1.91, 3.02, -1.17], [1.02, 0.08, 2.26], [-2.61, -2.90, -1.18], [0.87, 0.82, 1.50], [2.29, -1.27, -0.28], [-3.27, 0.52, -0.53], [0.91, -2.18, 0.72], [-2.33, -2.96, 0.38], [0.81, 4.56, -0.85], [-0.62, 1.16, 0.47], [0.16, 0.50, -0.28], [0.75, -0.75, -0.25], [-1.64, 0.64, -1.46], [-0.62, 1.85, -0.46], [1.90, -2.86, 1.58], [2.27, 1.88, 0.94], [-1.69, 3.45, 0.49], [-0.65, -5.39, -1.39], [1.09, 0.26, -1.05], [-1.22, 0.15, -3.80], [0.27, -0.44, 4.40], [-0.60, -0.06, 0.01], [-2.09, -2.45, 0.69], [3.11, 2.30, -1.13], [0.54, 3.11, 1.73], [-2.39, 2.31, -1.05], [1.92, -5.30, -0.56], [1.42, -1.59, 0.83], [1.95, 1.68, -4.09], [-3.53, -0.19, 3.37], [-0.61, 1.63, 1.04], [-0.82, 2.93, -2.36], [1.45, -3.33, 1.51], [0.39, 0.57, -1.41], [0.02, 0.10, 0.07], [-0.37, -0.60, 1.53], [-0.10, 0.27, -0.03], [0.10, 0.08, 0.38], [0.01, -0.56, -0.18], [-0.64, 0.06, 0.39], [2.55, -0.35, -0.01], [-1.94, 0.24, -0.53]],
  "nbo_charge": [-0.6460, -0.2158, -0.7167, -0.0347, -0.9131, 0.2103, 0.2265, 0.2157, 0.1869, 0.1888, 0.3899, 0.1788, 0.1861, 0.3867, 0.3372, 0.4970, 0.4708, -0.9768, 0.5108, 0.4671, -0.9765, 0.4614, 0.5020, -1.0135, 0.4880, 0.5071, -0.9414, 0.5047, 0.4716, -1.0215, 0.5122, 0.4735, -0.9758, 0.5003, 0.5520, -1.0015, 0.4661, 0.4951, -0.9688, 0.5042, 0.4813, -0.9738, 0.4877, 0.4868, -0.9682, 0.4820, 0.4890, -0.9627, 0.4894, 0.4836, -0.9829, 0.5028, 0.4727, -0.9816, 0.4753, 0.4728, -0.9496, 0.4937, 0.4841, -0.9693, 0.4813, 0.4759, -0.9589],
  "gap_ha": 0.33191
}

No. 2
{
  "formula": "C3H45O20Y",
  "method": "ωB97M-V with the def2-TZVPD basis set",
  "species": ["Y", "C", "C", "C", "O", "H", "H", "H", "H", "H", "H", "H", "O", "H", "H", "O", "H", "H", "O", "H", "H", "O", "H", "H", "O", "H", "H", "O", "H", "H", "O", "H", "H", "O", "H", "H", "O", "H", "H", "O", "H", "H", "O", "H", "H", "O", "H", "H", "O", "H", "H", "O", "H", "H", "O", "H", "H", "O", "H", "H", "O", "H", "H", "O", "H", "H", "O", "H", "H"],
  "xyz": [[-4.560, -1.098, -0.257], [-0.013, -0.806, -1.371], [-0.817, -0.791, -0.084], [-0.812, 0.380, 0.806], [-2.165, -1.222, -0.243], [-0.005, -1.745, -1.923], [1.035, -0.819, -1.071], [-0.163, 0.053, -2.025], [-0.352, -1.573, 0.516], [0.199, 0.619, 1.135], [-1.371, 0.120, 1.704], [-1.207, 1.192, 0.195], [2.989, 1.148, -1.602], [2.431, 0.863, -2.325], [3.342, 0.337, -1.237], [1.431, 1.340, 3.387], [2.253, 1.260, 3.871], [1.699, 1.436, 2.473], [-0.130, -0.744, 4.091], [0.339, -0.059, 3.615], [0.438, -0.953, 4.833], [2.746, 1.727, 1.027], [3.383, 2.440, 0.972], [2.565, 1.497, 0.116], [-1.766, 2.709, -2.144], [-1.268, 3.110, -1.432], [-1.129, 2.164, -2.606], [1.526, -4.564, -0.161], [1.113, -4.143, 0.593], [2.459, -4.379, -0.058], [0.641, 3.888, 2.336], [0.625, 4.385, 3.154], [0.801, 2.984, 2.607], [0.786, -3.540, -3.463], [1.244, -3.777, -2.657], [-0.124, -3.792, -3.306], [-3.229, 3.401, 0.583], [-3.479, 4.096, 1.192], [-2.349, 3.642, 0.292], [3.683, -1.412, -1.052], [4.537, -1.502, -1.477], [3.441, -2.306, -0.811], [-0.607, 1.432, -4.329], [-1.116, 0.622, -4.329], [0.149, 1.240, -4.884], [-3.952, 0.642, -1.728], [-4.382, 0.898, -2.544], [-3.105, 1.086, -1.753], [2.497, -1.420, -4.064], [3.250, -1.973, -3.857], [1.764, -2.031, -4.140], [-0.650, 4.110, -0.087], [-0.130, 3.923, 0.695], [-0.387, 4.994, -0.344], [-2.518, 1.021, 4.504], [-3.039, 0.490, 5.106], [-1.836, 0.428, 4.189], [-4.088, 0.874, 1.022], [-3.490, 1.610, 0.891], [-4.724, 1.192, 1.662], [-1.875, -3.648, -1.896], [-1.776, -2.855, -1.369], [-2.733, -3.556, -2.310], [1.106, -3.763, 2.393], [1.246, -2.895, 2.014], [0.181, -3.773, 2.635], [3.000, -1.588, 1.755], [3.921, -1.406, 1.566], [2.525, -1.220, 1.010]],
  "forces_ev_per_a": [[4.57, 1.24, 0.22], [0.72, 0.33, 0.34], [-0.55, -2.60, 0.17], [0.54, 0.94, -0.16], [-3.25, -0.18, -0.71], [-0.84, 0.06, -0.08], [0.29, 0.58, 0.08], [-0.14, -0.04, -0.11], [0.22, -0.57, 0.18], [0.11, 0.19, -0.19], [-0.30, 0.39, -0.19], [-0.23, 0.58, 0.59], [-0.11, 0.79, 0.22], [-0.14, -0.19, -0.33], [0.12, -0.57, -0.14], [-0.65, 0.19, 0.50], [0.26, -0.02, 0.16], [0.84, -0.19, -0.91], [-0.87, -0.69, -0.07], [0.55, 0.53, -0.11], [0.07, -0.10, 0.20], [-0.13, -0.08, 0.92], [0.12, 0.25, 0.04], [-0.15, 0.02, -0.99], [-0.94, -0.79, -0.01], [0.32, 0.39, 0.49], [0.42, -0.01, -0.68], [0.11, 0.10, -1.42], [-0.09, -0.20, 0.69], [0.22, -0.22, 0.28], [-0.08, 0.33, -0.48], [-0.10, 0.20, 0.15], [0.09, -0.35, 0.43], [0.24, 0.21, -0.44], [0.05, -0.26, 0.45], [-0.48, -0.13, 0.21], [-0.74, -0.61, 0.16], [-0.12, 0.13, 0.23], [0.78, 0.34, -0.24], [0.19, -0.10, 0.09], [0.36, 0.04, -0.20], [-0.24, -0.27, 0.12], [-0.12, 0.09, 0.23], [-0.12, -0.30, -0.13], [0.33, -0.01, -0.17], [-1.05, -0.82, -0.05], [-0.32, 0.16, -0.31], [1.11, 0.79, 0.28], [0.29, 0.80, -0.02], [0.13, -0.09, -0.06], [-0.45, -0.52, 0.09], [-0.38, 0.03, -0.62], [0.49, -0.12, 0.99], [0.00, 0.29, -0.21], [-0.48, 0.46, -0.24], [-0.07, -0.09, 0.21], [0.56, -0.42, 0.08], [-1.22, -1.83, -0.04], [0.74, 1.26, -0.40], [-0.17, 0.16, 0.43], [0.09, -0.65, -0.38], [-0.02, 0.73, 0.54], [-0.16, -0.09, -0.25], [-0.16, -0.23, -0.13], [0.35, 0.58, 0.40], [-0.31, -0.01, 0.27], [-0.41, -0.33, 0.31], [0.23, 0.10, -0.06], [0.05, 0.39, -0.22]],
  "mulliken_spin": [1.3148, 0.0070, -0.0392, 0.0046, -0.2288, 0.0078, -0.0039, 0.0046, -0.0072, -0.0023, 0.0070, 0.0076, -0.0001, 0.0000, 0.0001, 0.0000, 0.0000, 0.0002, -0.0002, 0.0001, 0.0000, 0.0000, 0.0000, -0.0002, 0.0012, 0.0003, -0.0001, -0.0001, 0.0000, 0.0000, 0.0000, 0.0000, -0.0001, -0.0004, -0.0002, 0.0009, 0.0003, -0.0007, 0.0003, -0.0003, 0.0000, 0.0000, -0.0006, 0.0000, 0.0001, -0.0029, -0.0126, 0.0126, 0.0000, 0.0000, 0.0000, -0.0002, 0.0000, 0.0001, -0.0002, -0.0002, 0.0004, -0.0671, 0.0085, -0.0005, -0.0033, -0.0110, 0.0042, -0.0003, -0.0003, 0.0000, -0.0002, 0.0000, 0.0001],
  "multiplicity": 2,
  "gap_ha": [0.22352, 0.29589],
  "charge": 1
}